No. 1
{"formula": "C3H5FS", "method": "ωB97M-V/def2-TZVPD", "elements": ["S", "F", "C", "C", "C", "H", "H", "H", "H", "H"], "xyz": [[1.833872, -0.054380, -0.203597], [-1.488951, -1.186255, -0.182867], [-0.982401, 0.007238, 0.104545], [-1.711393, 1.093060, -0.240608], [0.308743, 0.090180, 0.713942], [1.772368, 1.077868, -0.881727], [-1.194136, 1.995106, 0.161264], [0.300606, 1.021366, 1.234905], [0.237016, -0.732938, 1.428376], [-2.746948, 1.042101, -0.506734]], "forces_ev_per_angstrom": [[0.511, -0.966, -0.205], [0.251, -1.109, 0.118], [-2.853, 2.354, -2.832], [1.999, -0.399, 2.131], [0.410, -0.721, 1.260], [-0.247, 0.469, -0.184], [-1.092, -0.292, -0.872], [0.294, 0.448, 0.646], [0.888, 0.054, 0.358], [-0.161, 0.162, -0.420]], "lowdin_charge": [0.744, 0.064, -0.483, 0.088, -0.564, -0.151, 0.078, 0.067, 0.097, 0.061], "charge": 0, "orbital_gap_ev": 10.3, "homo_ev": -9.49, "multiplicity": 1, "smiles": "C=C(F)CS"}

---

No. 2
{"formula": "C3H5GdO4", "method": "ωB97M-V/def2-TZVPD", "elements": ["Gd", "O", "O", "O", "O", "C", "C", "C", "H", "H", "H", "H", "H"], "xyz": [[2.934359, 0.576980, -0.188570], [-0.552693, -0.619793, -0.933262], [-0.159658, -1.947024, 0.885635], [1.474703, -1.506302, -0.636320], [0.766983, 0.503550, 0.637789], [0.266340, -1.185226, 0.019267], [-1.345026, 0.410949, -0.357448], [-0.367251, 1.306743, 0.410082], [-0.820305, 1.624984, 1.362094], [-1.867800, 0.939450, -1.162637], [-0.136601, 2.209253, -0.178806], [1.871171, -2.267228, -0.195739], [-2.064219, -0.046340, 0.337919]], "forces_ev_per_angstrom": [[-2.840, -0.659, 0.621], [0.710, 0.371, -0.113], [1.484, 2.000, -1.073], [1.726, 1.181, -0.114], [2.775, 0.788, -0.207], [-3.140, -2.867, 0.495], [-0.556, -0.415, 0.256], [-0.384, 0.491, 0.160], [0.279, -0.067, -0.270], [0.164, -0.281, 0.220], [0.149, -0.194, 0.137], [-0.460, -0.516, 0.164], [0.094, 0.169, -0.274]], "lowdin_charge": [1.835, -0.002, 0.118, -0.096, -0.460, -0.701, -0.121, -0.227, 0.134, 0.140, 0.115, 0.123, 0.140], "charge": 1, "orbital_gap_ev": [8.3, 7.4], "homo_ev": [-13.25, -13.28], "s_squared": 20.0285, "multiplicity": 9}

---

No. 3
{"formula": "C3H5HgLiO3", "method": "ωB97M-V/def2-TZVPD", "elements": ["Hg", "O", "O", "O", "C", "C", "C", "Li", "H", "H", "H", "H", "H"], "xyz": [[-1.298202, -2.653282, 0.506009], [-0.186822, 1.304967, -0.300098], [-1.970794, 0.462239, 0.774769], [0.014490, -0.548829, 0.837426], [1.327713, -0.365656, 0.274701], [1.122246, 0.824989, -0.669276], [-0.829076, 0.360457, 0.356076], [-3.192672, -0.492083, 1.815753], [-1.535060, 0.381310, -2.227096], [1.091902, 0.530805, -1.724328], [2.012080, -0.152783, 1.102811], [1.835106, 1.638341, -0.508695], [1.609088, -1.290476, -0.238052]], "forces_ev_per_angstrom": [[-0.821, -1.473, -0.149], [-0.082, 0.140, -1.016], [0.815, -0.038, -1.199], [0.640, 0.386, -0.367], [0.107, 0.029, 0.098], [0.143, 0.029, -0.061], [-0.462, 1.155, 2.894], [0.065, -0.190, -0.064], [-0.107, -0.069, -0.181], [0.078, 0.112, 0.244], [-0.146, -0.081, -0.224], [-0.201, -0.190, -0.097], [-0.029, 0.189, 0.121]], "lowdin_charge": [0.353, 0.030, -0.107, -0.256, -0.103, -0.087, -0.720, 0.210, 0.161, 0.124, 0.137, 0.137, 0.120], "charge": 0, "orbital_gap_ev": [3.8, 7.4], "homo_ev": [-3.56, -8.50], "s_squared": 2.0027, "multiplicity": 3}

---

No. 4
{"formula": "C3H5HgNaO4", "method": "ωB97M-V/def2-TZVPD", "elements": ["Hg", "Na", "O", "O", "O", "O", "C", "C", "C", "H", "H", "H", "H", "H"], "xyz": [[1.901065, -0.160596, 2.400672], [-1.729155, -0.098470, 1.766707], [2.936998, -0.991790, 0.583477], [2.112228, -1.328303, -1.492045], [-3.646703, 1.461617, -0.931289], [0.883738, -0.523320, 0.242119], [-2.584938, 1.826794, -0.221078], [-0.455006, -0.489388, -0.447403], [1.972185, -0.944742, -0.359747], [-1.587978, 2.229028, -0.455667], [-0.557294, -1.488788, -0.905223], [-2.671012, 1.842566, 0.881858], [3.709481, -1.479289, 0.271392], [-0.283610, 0.144680, -1.333771]], "forces_ev_per_angstrom": [[-0.891, 1.172, 3.426], [0.627, -0.280, -0.632], [1.702, -0.661, -1.089], [0.145, 0.325, 0.401], [1.403, 0.540, 0.523], [-0.011, 0.003, -0.906], [-0.072, 0.133, 1.107], [-0.036, -0.299, -0.125], [-1.033, -0.986, -1.318], [-0.822, -0.349, -1.070], [0.010, 0.083, 0.261], [-0.821, 0.114, -0.547], [0.002, 0.062, -0.354], [-0.203, 0.142, 0.325]], "lowdin_charge": [0.649, 0.491, -0.147, 0.121, 0.043, -0.386, -0.181, -0.147, -0.729, 0.083, 0.012, 0.041, 0.134, 0.017], "charge": 0, "orbital_gap_ev": [6.3, 4.9], "homo_ev": [-7.12, -7.59], "s_squared": 2.0065, "multiplicity": 3}

---

No. 5
{"formula": "C3H5HgO3", "method": "ωB97M-V/def2-TZVPD", "elements": ["Hg", "O", "O", "O", "C", "C", "C", "H", "H", "H", "H", "H"], "xyz": [[2.920084, 0.068879, -0.072507], [0.674127, 2.250952, -0.228962], [0.750155, -0.009083, -0.151135], [-1.188011, 1.021246, -0.027085], [-0.197157, -1.090067, -0.201968], [0.117210, 1.207716, -0.044614], [-1.529737, -0.373417, 0.044400], [-0.122516, -1.550744, -1.192242], [2.755392, 1.457782, 0.988431], [-1.943856, -0.573660, 1.038206], [-2.277885, -0.585689, -0.726082], [0.042198, -1.823914, 0.573556]], "forces_ev_per_angstrom": [[3.375, 0.231, 0.289], [-0.606, -0.901, 0.858], [-2.836, -0.264, 0.397], [-1.078, -0.171, 0.529], [-0.067, 0.035, -0.044], [0.741, 0.888, -2.201], [-0.122, 0.012, 0.101], [-0.044, 0.084, 0.219], [0.381, -0.224, 0.042], [0.065, 0.007, -0.232], [0.165, 0.115, 0.222], [0.024, 0.188, -0.181]], "lowdin_charge": [0.566, 0.095, -0.336, 0.078, -0.114, -0.623, -0.086, 0.133, -0.110, 0.133, 0.135, 0.130], "charge": 0, "orbital_gap_ev": [7.1, 8.9], "homo_ev": [-6.70, -9.28], "s_squared": 0.7588, "multiplicity": 2}

---

No. 6
{"formula": "C3H5HgO3", "method": "ωB97M-V/def2-TZVPD", "elements": ["Hg", "O", "O", "O", "C", "C", "C", "H", "H", "H", "H", "H"], "xyz": [[0.188771, 1.040729, 0.811587], [-0.945600, -0.977471, -0.834187], [2.093791, 0.802760, 0.828865], [-2.798358, -0.235105, 0.001530], [0.426833, -0.861246, -1.025511], [-1.468191, -0.050793, -0.006807], [1.320921, -1.117947, 0.020340], [2.126550, -1.806443, -0.243940], [-3.177045, 0.255804, 0.737357], [0.677567, -1.254728, -2.014072], [1.224891, -1.059008, 1.105898], [2.711030, 0.473829, 1.483323]], "forces_ev_per_angstrom": [[-3.920, 0.820, -0.298], [0.166, 1.465, -0.735], [3.373, 1.297, 0.157], [-0.517, 0.593, 0.231], [1.766, -3.779, 1.841], [0.644, 0.333, 1.391], [-1.279, -2.141, -2.411], [0.617, 1.196, -0.283], [-0.028, -0.007, -0.026], [0.080, 0.548, 0.270], [-0.749, -0.678, -0.719], [-0.155, 0.353, 0.583]], "lowdin_charge": [1.138, -0.111, -0.531, 0.009, -0.249, -0.496, -0.085, 0.082, 0.096, 0.112, 0.045, -0.011], "charge": 0, "orbital_gap_ev": [5.5, 8.2], "homo_ev": [-5.85, -8.49], "s_squared": 0.7548, "multiplicity": 2}

---

| no. | largest force on an atom (eV/Å) |
| --- | --- |
| 1 | 4.7 |
| 2 | 4.3 |
| 3 | 3.2 |
| 4 | 3.7 |
| 5 | 3.4 |
| 6 | 4.6 |